Version 1
ORCA calculation (ωB97M-V/def2-TZVPD) on a cluster of 3 separate species, C6H14N2O in total.

- Kohn-Sham gap (eV) = 8.51

```
23
C6H14N2O (ωB97M-V/def2-TZVPD)
C 1.077 -0.166 0.370
C 0.695 2.254 0.591
C 0.709 -0.676 1.752
C 1.484 -1.285 -0.595
O 1.006 2.690 -0.543
H 0.259 1.904 -1.452
H 1.983 0.433 0.440
H -0.358 2.226 0.906
H 1.444 2.191 1.380
H 1.565 -1.175 2.221
H -0.099 -1.406 1.727
H 0.394 0.126 2.422
H 1.766 -0.877 -1.566
H 2.359 -1.811 -0.199
H 0.695 -2.023 -0.756
C -1.719 -0.610 -0.293
N -2.897 -0.610 -1.142
C -0.603 0.275 -0.773
N -0.502 1.060 -1.684
H -3.242 0.336 -1.263
H -2.663 -0.951 -2.068
H -1.354 -1.631 -0.186
H -1.999 -0.274 0.708
```

Version 2
ORCA calculation (ωB97M-V/def2-TZVPD) on a cluster of 2 separate species, C6H14N2O in total.

- Kohn-Sham gap (eV) = 9.17

```
23
C6H14N2O (ωB97M-V/def2-TZVPD)
C 1.206 1.296 -0.773
C 1.987 0.136 -0.483
C 1.261 -1.341 -0.521
C 0.388 -1.494 0.776
C -0.365 -0.260 1.134
C -2.373 0.865 0.479
H 0.300 1.237 -0.065
H 1.830 2.186 -0.345
H 0.783 1.583 -1.704
H 2.914 0.257 -1.047
H 2.501 0.449 0.564
H 1.945 -2.150 -0.842
H 0.887 -1.311 -1.630
H -0.318 -2.464 0.696
H 1.205 -1.576 1.281
H 0.353 0.791 0.784
H -0.645 -0.170 2.334
H -1.740 1.661 -0.221
H -3.697 0.757 -0.256
H -2.353 1.406 1.677
N -1.623 -0.284 0.395
N -1.686 -0.945 -0.880
O -2.760 -0.627 -1.351
```

Version 3
ORCA calculation (ωB97M-V/def2-TZVPD) on a cluster of 3 separate species, C6H14N2O in total.

- Kohn-Sham gap (eV) = 8.62

```
23
C6H14N2O (ωB97M-V/def2-TZVPD)
C -1.912 -1.401 0.104
C -1.955 1.157 -1.763
N -0.750 -1.834 -0.420
N -1.742 -0.590 1.149
O -0.639 0.691 -1.936
H -0.602 -0.204 -1.551
H -2.679 0.287 -1.908
H -2.555 -0.237 1.622
H -0.854 -0.127 1.368
H 0.170 -1.525 -0.094
H -0.763 -2.662 -0.989
H -2.083 2.011 -2.430
H -2.136 1.513 -0.741
C 2.467 -0.432 0.923
C 1.780 0.609 1.669
C 2.372 -0.645 -0.389
C 0.845 1.427 1.185
H 3.204 -0.988 1.490
H 2.150 0.772 2.675
H 1.781 -0.019 -1.037
H 0.552 1.420 0.148
H 2.936 -1.426 -0.871
H 0.412 2.203 1.796
```

Version 4
ORCA calculation (ωB97M-V/def2-TZVPD) on a cluster of 2 separate species, C6H14N2O in total.

- Kohn-Sham gap (eV) = 9.43

```
23
C6H14N2O (ωB97M-V/def2-TZVPD)
C -0.803 -0.208 0.607
C 0.710 -0.939 0.313
C -0.160 -1.218 1.509
C -1.918 -0.649 -0.271
C -0.823 1.237 1.006
C 2.050 -0.303 0.568
H 0.750 -1.765 -0.389
H -0.625 -2.194 1.557
H 0.195 -0.852 2.467
H -1.338 1.359 1.965
H -1.705 -0.306 -1.313
H -2.880 -0.266 0.070
H -1.979 -1.733 -0.370
H 0.179 1.672 1.090
H -1.326 1.885 0.285
H 2.594 -0.133 -0.358
H 1.947 0.646 1.094
H 2.672 -0.968 1.175
N 0.619 1.394 -1.963
N 0.729 0.060 -2.133
O -0.225 -0.454 -2.723
H 1.481 1.868 -1.733
H -0.141 1.867 -2.452
```

Least stable structure: version 2

Version 1
ORCA calculation (ωB97M-V/def2-TZVPD) on an isolated molecule of C12H22O.

- Kohn-Sham gap (eV) = 10.40

```
35
C12H22O (ωB97M-V/def2-TZVPD)
C -2.324 0.658 0.828
C -1.682 0.237 -0.468
C -1.472 1.285 -1.521
C -0.217 2.182 -1.349
C 1.022 1.297 -1.277
C 0.883 0.371 -0.071
C 0.781 1.197 1.259
C 2.098 -0.584 0.040
C 1.963 -1.834 1.001
C 0.621 -2.586 0.856
C -0.502 -1.653 0.816
C -0.414 -0.506 -0.238
H -1.699 1.444 1.313
H -3.372 1.085 0.652
H -2.505 -0.131 1.559
H -2.427 -0.482 -0.811
H -2.280 1.978 -1.635
H -1.249 0.833 -2.478
H -0.227 2.788 -2.261
H -0.409 2.873 -0.502
H 1.236 0.844 -2.295
H 1.920 1.868 -1.106
H 0.058 1.956 1.266
H 1.808 1.635 1.405
H 0.605 0.551 2.138
H 2.977 0.031 0.214
H 2.238 -0.865 -1.005
H 2.837 -2.527 0.953
H 1.978 -1.487 2.082
H 0.560 -3.320 1.735
H 0.585 -3.251 -0.019
H -1.484 -2.156 0.572
H -0.665 -1.219 1.809
H -1.141 -1.332 -1.965
O -0.102 -1.181 -1.500
```

Version 2
ORCA calculation (ωB97M-V/def2-TZVPD) on an isolated molecule of C12H22O.

- Kohn-Sham gap (eV) = 10.67

```
35
C12H22O (ωB97M-V/def2-TZVPD)
C -2.526 1.082 2.008
C -1.393 0.027 1.902
C -1.812 -0.998 0.721
C -2.219 -0.408 -0.774
C -1.415 0.606 -1.608
C -0.347 -0.079 -2.506
C 0.798 -0.696 -1.679
C 2.065 0.237 -1.335
C 2.898 -0.286 -0.251
C 2.503 0.183 1.079
C 1.268 -0.443 1.767
C 0.006 0.509 1.486
H -3.685 0.650 1.661
H -1.456 -0.494 2.858
H -1.063 -1.880 0.657
H -2.876 -1.324 0.914
H -2.679 -1.227 -1.315
H -3.089 0.271 -0.446
H -2.131 1.103 -2.277
H -0.845 1.429 -1.071
H 0.056 0.571 -3.331
H -0.714 -0.910 -3.150
H 1.349 -1.613 -2.280
H 0.333 -1.090 -0.788
H 1.619 1.164 -0.896
H 2.545 0.767 -2.312
H 3.924 0.157 -0.514
H 2.781 -1.362 -0.361
H 3.428 0.232 1.844
H 2.434 1.324 0.810
H 1.043 -1.410 1.429
H 1.480 -0.550 2.863
H 0.014 1.405 2.058
H 0.034 0.842 0.363
O -2.329 2.210 2.476
```

Least stable structure: version 2

Version 1
ORCA calculation (ωB97M-V/def2-TZVPD) on a cluster of 3 separate species, C4H14NO3 in total.

- charge = -1
- Kohn-Sham gap (eV) = 7.24

```
22
C4H14NO3 (ωB97M-V/def2-TZVPD)
C 0.833 1.429 1.266
C -0.333 0.486 1.085
C -1.536 1.282 0.540
N -0.059 -0.687 0.227
C 0.802 -0.500 -0.965
O 0.185 0.090 -2.019
H 1.307 1.608 0.311
H 0.511 2.407 1.640
H 1.539 1.080 2.022
H -0.680 0.078 2.032
H -1.248 1.644 -0.451
H -2.393 0.615 0.431
H -1.742 2.193 1.112
H -0.950 -0.935 -0.191
H 1.715 0.047 -0.644
H 1.175 -1.516 -1.195
H 2.176 -1.494 1.223
H 1.102 -2.486 1.260
O 2.071 -2.449 1.331
H -1.183 -1.394 -3.533
H -1.353 -0.459 -2.450
O -1.937 -1.040 -3.032
```

Version 2
ORCA calculation (ωB97M-V/def2-TZVPD) on a structure of composition C4H14NO3.

- charge = -1
- Kohn-Sham gap (eV) = 6.96

```
22
C4H14NO3 (ωB97M-V/def2-TZVPD)
C -1.539 0.602 0.822
N -0.097 0.288 0.798
C 0.531 0.541 -0.532
C 2.041 0.804 -0.465
C 2.600 1.053 -1.946
O 1.326 1.096 -3.110
H -1.778 1.684 1.008
H -2.108 0.149 -0.004
H -1.826 -0.077 1.697
H 0.039 -0.676 1.095
H 0.462 -0.391 -1.160
H 0.077 1.333 -1.139
H 2.666 -0.074 -0.189
H 2.167 1.696 0.180
H 3.418 0.270 -2.064
H 3.190 1.874 -2.338
H -1.284 -2.191 3.063
H 2.054 0.396 -2.848
O -1.408 -1.928 2.147
H -2.763 -2.435 1.941
H -3.976 -1.571 1.347
O -3.792 -2.444 1.696
```

Least stable structure: version 2

Version 1
ORCA calculation (ωB97M-V/def2-TZVPD) on an isolated molecule of C9H6N2O2.

- Kohn-Sham gap (eV) = 8.62

```
19
C9H6N2O2 (ωB97M-V/def2-TZVPD)
C 2.798 1.382 -1.115
C 1.728 0.576 -0.500
C 2.034 -0.230 0.589
C -0.192 -0.807 0.746
C -1.161 -1.486 1.453
C -2.481 -1.302 1.139
C -2.828 -0.455 0.042
C -1.825 0.183 -0.705
C -0.483 0.042 -0.319
H 1.404 2.446 -1.918
H 3.086 -0.374 0.912
H -0.821 -2.113 2.290
H -3.294 -1.675 1.793
H -3.855 -0.368 -0.263
H -2.025 0.826 -1.623
N 1.088 -0.898 1.252
N 0.506 0.789 -0.905
O 2.347 2.343 -1.949
O 3.972 1.123 -0.917
```

Version 2
ORCA calculation (ωB97M-V/def2-TZVPD) on a cluster of 2 separate species, C9H6N2O2 in total.

- Kohn-Sham gap (eV) = 5.74

```
19
C9H6N2O2 (ωB97M-V/def2-TZVPD)
C 0.333 -2.807 0.290
C 2.855 1.421 0.360
C -3.326 -0.024 -0.251
C 1.468 1.225 0.397
C -2.292 -0.765 -0.835
C 3.377 0.328 -0.279
C -2.724 0.894 0.568
C 1.231 0.018 -0.261
C -1.102 -0.246 -0.333
N 0.394 -3.817 0.818
N 0.128 -0.623 -0.655
O 2.413 -0.511 -0.664
O -1.394 0.769 0.541
H 3.398 2.257 0.752
H -4.378 -0.141 -0.413
H 0.728 1.880 0.807
H -2.367 -1.577 -1.527
H 4.389 0.049 -0.501
H -3.132 1.670 1.187
```

Least stable structure: version 2

Version 1
ORCA calculation (ωB97M-V/def2-TZVPD) on an isolated molecule of C4H10O2.

- Kohn-Sham gap (eV) = 10.42

```
16
C4H10O2 (ωB97M-V/def2-TZVPD)
C -2.108 -0.410 -0.314
C -1.061 0.183 0.640
C 0.364 -0.424 0.464
O 0.626 -0.902 -0.857
C 1.535 0.787 0.226
O 2.810 0.485 -0.357
H -3.046 0.158 -0.274
H -1.735 -0.385 -1.339
H -2.346 -1.453 -0.071
H -1.001 1.263 0.484
H -1.432 0.062 1.675
H 0.295 -1.376 1.070
H 1.514 -1.267 -0.711
H 1.768 1.252 1.163
H 1.011 1.465 -0.472
H 2.808 0.562 -1.326
```

Version 2
ORCA calculation (ωB97M-V/def2-TZVPD) on a structure of composition C4H10O2.

- Kohn-Sham gap (eV) = 9.28

```
16
C4H10O2 (ωB97M-V/def2-TZVPD)
C 1.676 0.513 -0.355
C 0.213 0.593 -0.076
C -0.310 -1.333 1.001
O -0.147 1.472 0.821
C -0.903 0.333 -1.068
O -2.012 0.196 -0.272
H 1.868 0.946 -1.344
H 2.240 1.070 0.397
H 2.016 -0.524 -0.377
H 0.472 -1.838 0.425
H 0.092 -1.006 1.964
H -1.061 -2.112 1.208
H -1.149 1.390 0.782
H -0.958 1.232 -1.704
H -0.663 -0.533 -1.706
H -1.308 -0.606 0.465
```

Least stable structure: version 2